1.
# C34H62BIO16Si

6 unconnected molecules or ions with the total composition C34H62BIO16Si in a non-equilibrium geometry (wB97M-V/def2-TZVPD, OMol25).

```
115
C34H62BIO16Si (wB97M-V/def2-TZVPD)
H -1.242 2.831 1.437
C 4.555 4.963 4.264
C -7.152 -5.419 6.582
O -1.215 -0.532 -8.888
C -3.286 1.756 -2.911
H -3.451 -3.969 7.162
H 2.976 -1.466 3.353
C 5.024 0.895 2.392
H 1.312 -2.872 -1.426
H 2.504 0.174 -1.103
H 5.468 0.006 -0.655
C -2.967 3.667 -4.008
O -2.409 4.538 -4.653
H -3.502 0.706 -3.125
C 4.923 -0.703 0.134
H -2.658 1.816 -2.015
H -4.445 3.070 -0.718
C 4.958 6.424 4.257
H 0.007 -2.170 -8.956
C -5.139 2.631 -1.443
O 5.358 4.225 5.170
H 4.611 -2.058 -1.677
O -0.954 0.893 -0.730
H 5.952 -1.236 2.818
C 0.516 0.667 -5.831
C 2.586 -0.984 -1.322
H 6.696 0.215 3.787
H 3.736 1.206 0.519
C -0.808 -1.723 -9.536
B -0.412 0.836 0.642
C -2.064 -2.539 -9.532
O -5.934 -5.076 7.099
H 2.901 5.396 5.618
H -0.193 2.220 -7.145
H -6.032 3.265 -1.441
H 4.961 6.837 5.272
C 4.566 3.224 5.662
C 3.159 -0.842 4.335
H -2.228 -1.949 1.460
H -3.037 -1.560 4.089
H -5.276 2.274 -3.565
H -0.352 -1.173 -5.085
H -3.203 0.678 1.757
H -1.241 -2.666 2.901
O -8.023 -6.006 7.201
O -2.676 -2.149 -8.312
H -5.855 -4.186 4.007
O -4.056 3.875 -3.207
Si 0.014 -0.750 1.656
H -3.730 1.161 3.594
H 0.255 -1.312 -1.427
C -5.147 -4.625 6.007
C -4.528 2.591 -2.829
C -1.536 -1.636 2.375
H 0.503 -3.141 0.797
H -4.694 -2.743 6.981
C -6.186 -4.127 5.048
H 5.978 6.534 3.874
H -0.645 0.238 -4.034
H 4.683 4.530 3.264
H 2.410 4.794 4.014
C -3.478 0.284 2.824
O 1.275 -0.464 -4.011
H -2.733 -2.256 -10.354
O -2.678 -0.167 -7.165
H 4.274 1.525 3.074
H 5.170 -1.684 5.061
H -6.523 -3.106 5.259
H 0.956 0.097 -6.658
C 3.949 -1.693 -0.752
O 3.070 0.893 -3.587
H -0.939 2.248 -5.556
O -7.267 -5.012 5.283
C 4.760 -0.635 4.677
H 4.285 7.020 3.634
C 1.037 -2.078 0.694
H 3.728 -2.684 -0.134
C 1.188 -1.800 -0.914
C -1.814 -4.034 -9.551
H -4.603 -5.486 5.601
H -1.424 1.004 -6.736
H 5.781 -1.342 0.628
O 3.262 3.408 5.300
O 1.550 1.420 -5.216
C -0.183 2.299 1.407
H 2.709 -1.488 5.218
O -2.586 2.355 -3.987
I -1.186 0.314 4.946
H 4.918 0.167 5.539
C 4.121 0.285 1.167
C -2.390 -0.768 3.474
H 3.165 -0.282 1.533
H -1.258 -4.332 -10.445
H -2.764 -4.577 -9.533
H 2.082 -2.219 1.253
H 0.142 2.076 2.509
H 2.641 -1.070 -2.512
H -4.488 -0.338 2.690
C -2.230 -0.884 -8.044
C 2.056 0.638 -4.216
O 4.971 2.294 6.338
C -0.579 1.579 -6.345
C -4.175 -3.552 6.454
C 5.684 -0.241 3.372
H 5.805 1.694 1.987
H -3.630 -3.130 5.605
H 2.640 0.210 4.320
H -5.420 1.630 -1.104
C 3.173 4.727 4.794
C 0.070 -0.233 -4.718
H -1.256 -4.352 -8.664
H 0.889 -0.301 2.770
H 0.600 2.895 0.773
H -0.451 -1.512 -10.548
H -0.235 1.134 -1.389
```

Summary:
* frontier orbital gap: 9.24 eV
* E_HOMO: -9.4 eV
* strongest force on any atom: 3.9 eV/A
* SMILES: CCCCCCCCCC[Si@H](C[C@H](C)I)B(C)O.C[C@@H]1COC(=O)O1.C[C@@H]1COC(=O)O1.C[C@@H]1COC(=O)O1.C[C@@H]1COC(=O)O1.C[C@@H]1COC(=O)O1
* M: 892.66 g/mol

Results of the Mulliken charge analysis, in e, for atoms 1 through 5: number 1, H, carries 0.228; number 2, C, carries 0.642; number 3, C, carries 0.602; number 4, O, carries -0.274; number 5, C, carries -0.167

---

2.
# C34H63I2N6O17S4

5 unconnected molecules or ions with the total composition C34H63I2N6O17S4 in a non-equilibrium geometry (wB97M-V/def2-TZVPD, OMol25).

```
126
C34H63I2N6O17S4 (wB97M-V/def2-TZVPD)
C -3.333 -3.006 -0.276
C -3.162 6.886 -0.898
C 0.014 2.174 7.980
H 4.622 -3.785 -1.373
H 1.025 2.532 8.205
H 0.297 0.191 8.798
C 4.322 -6.177 -3.468
C -0.177 2.404 -5.448
H -3.524 -0.003 1.797
H -1.855 -0.888 -1.684
H -1.580 1.001 3.584
H 3.403 -2.282 -2.750
H 2.446 4.487 -6.040
S -1.395 1.451 5.887
C -0.343 1.066 8.954
H -3.922 -1.812 2.436
H 5.333 -6.325 -3.070
H -3.465 -0.129 -1.061
C 4.178 -6.969 -4.755
H -3.891 7.426 -0.126
H 9.003 -4.381 2.851
H -0.663 3.028 8.087
H -4.030 -3.944 1.799
N 1.594 1.150 -2.141
I 1.622 2.114 -8.135
H -4.362 2.067 6.111
H 2.167 -1.895 -3.986
C -2.635 -1.663 0.434
H 2.142 -2.849 0.995
C 1.270 4.658 -6.151
S 2.664 -4.196 -3.930
O -5.269 3.243 2.149
H 0.277 -3.113 0.957
H -2.199 -4.375 1.216
C -3.405 5.271 -1.119
H 2.523 0.945 -4.603
O -6.496 1.027 2.096
H 4.420 -8.023 -4.591
H -0.465 3.718 -7.284
N 2.168 1.924 -4.657
O 2.276 -4.446 -5.303
C 1.839 1.440 1.283
H -8.743 2.663 1.887
O 6.473 -3.796 0.702
I -0.856 0.520 -6.435
C -1.282 5.121 -2.944
O 1.310 2.667 1.278
N -0.941 1.476 -2.506
O 8.096 -3.205 -1.111
H -6.806 2.004 5.886
H 1.202 -2.610 -0.691
S -6.445 2.439 2.411
S 6.920 -4.009 -0.849
C 8.530 -3.900 1.990
C 2.965 1.087 2.469
H -4.810 -1.149 0.910
C -4.835 2.548 5.250
O 1.826 -4.579 -2.813
C -2.491 4.340 -2.161
O -6.892 2.652 3.962
C -6.198 1.941 4.976
C 0.787 0.786 -0.916
O -4.055 2.370 -1.704
C 3.067 -2.476 -3.772
C 1.145 -2.458 0.469
C -1.033 6.752 -2.739
O 0.241 -0.685 2.089
H -4.254 4.714 -0.522
O 0.026 1.705 6.641
H -4.921 3.622 5.444
C -2.391 -0.508 -0.703
C 0.450 1.571 -3.087
H -2.529 -2.831 -2.416
C 7.166 -4.507 1.716
H 3.620 -6.529 -2.705
N -0.683 0.975 -1.209
H 0.914 5.093 -5.125
H 6.559 -4.444 2.626
H -4.170 2.428 4.389
H 2.704 2.587 -4.055
O -2.158 1.713 -3.021
H -0.006 0.467 4.244
H -0.308 2.213 3.927
H -1.143 2.950 -5.079
H -4.407 -2.764 -0.674
H -0.157 7.228 -3.377
C -3.783 -1.108 1.505
H -0.233 1.407 9.988
H 9.195 -4.020 1.130
O -2.180 2.667 5.941
H 7.250 -5.568 1.457
H -7.676 3.264 0.581
N 1.552 0.327 0.301
O 4.163 -4.785 -3.693
H 1.128 5.528 -6.952
H -0.589 4.507 -3.659
H 3.155 -6.914 -5.139
C 5.524 -3.211 -1.599
H -1.303 -3.783 -1.222
C -7.841 3.237 1.661
H -7.919 4.254 2.050
H 8.444 -2.826 2.184
H -1.667 -2.060 0.959
N 0.785 1.979 -4.367
O -1.593 0.655 -0.234
C -0.751 1.266 4.244
H 5.446 -2.194 -1.209
C -2.432 -3.612 -1.519
C -2.891 2.758 -2.293
H 2.404 1.020 3.495
C -3.327 -4.197 0.896
H 3.884 1.814 2.455
H -1.847 8.823 -1.583
H -3.646 -5.185 0.320
O 6.869 -5.421 -1.163
O -1.927 0.173 6.312
H 3.849 -2.227 -4.493
C 0.961 -0.902 0.953
H -2.853 -4.627 -1.946
H -6.115 0.880 4.717
H -1.378 0.738 8.816
C -1.981 7.667 -1.729
H 5.689 -3.184 -2.679
H 3.412 -0.002 2.272
C 0.463 3.314 -6.651
H 4.837 -6.569 -5.532
```

Summary:
* frontier orbital gap: 7.08 eV
* E_HOMO: -11.1 eV
* strongest force on any atom: 9.5 eV/A
* M: 1209.98 g/mol
* charge: +1

Results of the Mulliken charge analysis, in e, for atoms 1 through 5: number 1, C, carries -0.011; number 2, C, carries -0.348; number 3, C, carries -0.332; number 4, H, carries 0.329; number 5, H, carries 0.284

---

3.
# C34H64IN2O2P

3 unconnected molecules or ions with the total composition C34H64IN2O2P in a non-equilibrium geometry (wB97M-V/def2-TZVPD, OMol25).

```
104
C34H64IN2O2P (wB97M-V/def2-TZVPD)
C 5.921 -4.909 -3.557
H -0.274 3.887 -1.571
H -5.436 1.871 1.999
H 6.290 -3.918 -3.278
H 2.381 4.814 -2.087
C 4.378 -4.019 -5.377
C -3.682 0.153 -0.831
H 2.265 -1.240 -5.459
H 5.023 -4.459 -6.150
H -0.270 3.046 2.201
H 0.751 2.486 -0.647
C 1.171 3.624 -3.637
H 1.746 4.286 0.985
H -0.431 1.159 8.909
C 1.926 3.726 -2.166
H -3.142 0.213 7.837
N -2.047 -1.185 -4.050
P -1.135 -3.418 -0.930
H -1.881 3.029 -0.320
H 2.537 -2.310 -0.243
C -1.505 0.965 8.988
H -0.284 5.868 1.756
C -0.046 -0.504 4.645
H 0.695 -3.312 -2.229
H -1.138 -0.439 4.631
H 0.170 1.584 -2.906
C -1.146 2.472 -4.557
C 0.752 3.607 -1.029
C 2.446 -1.714 -4.489
H -2.854 0.946 -1.062
H -1.837 1.696 1.026
H 0.335 0.163 3.865
C -4.072 -2.447 -0.620
H 4.090 -2.199 -3.189
H -1.922 1.026 6.877
H 4.318 -0.740 -4.135
H -5.485 -0.299 0.490
C -1.170 3.742 1.844
H -1.087 3.340 -5.340
H 0.357 4.492 -3.631
H -5.653 1.272 -0.546
H -4.257 3.432 0.061
H -1.427 -4.356 -2.921
H -1.328 5.422 0.249
C -2.059 0.339 7.718
C -4.434 1.584 1.418
C 0.893 4.643 0.233
H 2.529 -0.500 -0.991
H 1.925 -1.130 -3.724
H 0.308 -0.402 -1.817
H -4.187 -0.104 -1.881
H 2.762 2.911 -2.020
I 3.510 -0.539 1.677
C -2.094 2.845 0.830
H 0.702 -0.049 1.166
H 0.920 1.489 -4.632
H 1.874 3.837 -4.548
C -1.444 -1.027 7.403
C -1.867 -1.364 -2.780
H -1.516 1.488 -5.107
N -2.246 -1.197 2.519
H 5.806 -2.442 -4.997
H 6.602 -5.336 -4.300
H -3.931 3.804 1.890
H -1.725 4.059 2.841
H 5.957 -5.540 -2.663
H -0.767 0.538 -0.581
H -5.356 -4.672 -0.657
C -0.311 -0.534 -0.816
H 0.596 -0.733 8.053
O -2.008 -4.421 -2.099
C -2.607 -1.310 1.258
C 3.936 -1.767 -4.183
H 3.827 -4.467 -3.324
H 0.265 0.935 6.214
C -1.537 -1.565 -1.152
H -1.947 2.691 -3.705
H 3.354 -4.110 -5.758
C 4.500 -4.849 -4.097
H 2.001 -2.712 -4.504
H 1.267 5.680 -0.222
C -2.946 -1.241 -0.344
H 4.605 -2.052 -6.209
C -0.531 4.990 0.996
C 0.668 -0.980 0.418
C 2.260 -1.175 -0.059
H -2.000 1.922 9.184
C 0.524 -0.106 5.999
C -4.889 -3.605 -0.779
H -3.753 1.049 2.205
C -3.712 3.004 1.033
C 4.740 -2.536 -5.233
H 0.383 -2.048 6.918
C 0.066 -1.020 7.137
H 4.168 -5.872 -4.314
H -1.676 0.314 9.851
H 0.278 -1.882 1.064
H 0.243 -1.528 4.387
C 0.359 2.217 -3.877
H -1.644 -1.709 8.240
O 0.555 -3.733 -1.309
C -4.895 0.664 0.144
H 1.619 -0.146 5.939
H -1.965 -1.456 6.539
```

Summary:
* frontier orbital gap: 9.34 eV
* E_HOMO: -9.4 eV
* strongest force on any atom: 12.7 eV/A
* SMILES: C#C[C@](C#N)(CCCCCCCCCCCCC)[C@@](C#N)(CCCI)P(O)O.CCCCCC.CCCCCC
* M: 690.78 g/mol

Results of the Mulliken charge analysis, in e, for atoms 1 through 5: number 1, C, carries -1.234; number 2, H, carries 0.025; number 3, H, carries 0.336; number 4, H, carries 0.280; number 5, H, carries 0.306

---

4.
# C34H64O13S9

9 unconnected molecules or ions with the total composition C34H64O13S9 in a non-equilibrium geometry (wB97M-V/def2-TZVPD, OMol25).

```
120
C34H64O13S9 (wB97M-V/def2-TZVPD)
H 3.956 -3.390 -0.520
S -5.705 0.544 -6.206
H -4.897 -1.713 -6.174
C -4.377 -0.270 -0.561
C 1.284 4.683 8.048
H -0.145 -3.208 -0.119
H -1.648 6.359 -0.404
C -4.936 -0.899 -5.450
H -7.975 0.517 -6.927
C -3.690 -6.811 -5.368
H 2.002 2.079 4.843
C 5.465 4.237 0.254
C -7.311 -0.226 -6.489
C 5.188 5.975 -1.761
H -4.354 -1.110 -1.256
C -6.107 3.073 1.222
O 4.234 6.565 0.654
H -5.360 2.457 0.721
O 3.932 -5.550 1.949
H 3.364 2.792 8.129
O -3.873 0.346 1.981
H -4.686 -2.463 2.357
H 0.837 8.028 0.459
C 0.826 -1.807 -1.583
O -2.649 -4.594 -0.713
H -5.694 4.058 1.446
H -4.063 -7.348 -6.264
H 1.792 -3.077 0.599
H -3.165 -4.932 -6.528
H 5.588 3.455 -0.495
H 2.880 3.119 9.820
C -2.160 -3.276 -4.593
H 3.233 2.360 3.572
C -0.146 -2.811 -1.160
C -3.176 -6.614 -2.848
H 1.480 -0.484 -3.297
S 0.977 2.937 8.373
O 6.140 -1.346 -2.343
H 4.538 -0.568 -0.302
C 6.109 -5.942 3.430
H 2.376 -1.631 1.452
S 6.337 -1.969 -1.024
C -3.199 -5.431 -5.541
S -3.670 -0.777 1.019
C 4.895 -8.013 2.243
H -4.000 -8.428 -3.885
C -6.715 4.101 -1.176
H -7.450 4.342 -1.943
C 2.651 2.550 8.918
O 7.715 -1.262 -0.407
H 5.436 -1.184 1.108
H -3.183 -7.136 -1.871
H -6.409 2.589 2.149
C 2.441 -2.171 0.466
O 6.496 -3.423 -1.159
C -4.911 -2.032 1.382
C 2.478 1.669 3.950
H 6.385 -4.888 3.443
H -7.728 -0.574 -5.543
C -1.140 -3.303 -2.138
H -5.504 -1.203 -4.570
H 4.313 -8.423 1.419
H -0.182 7.013 1.524
S 1.227 1.377 2.686
H -3.923 -0.633 -5.154
H -6.265 5.021 -0.801
C -2.704 -4.701 -4.382
C -2.689 -5.249 -3.007
H -4.870 -2.814 0.622
S 0.684 5.776 -0.344
O 0.376 4.480 0.332
C 3.927 -2.663 0.329
H -5.903 -1.579 1.404
C -0.833 6.352 -1.129
O -2.436 -2.562 -5.541
H -0.677 7.353 -1.532
H -5.949 3.451 -1.601
C 1.959 -1.216 -0.683
H -0.013 3.157 1.723
H -3.774 0.546 -0.960
S -7.557 3.240 0.166
H 4.324 -8.100 3.169
H -7.196 -1.062 -7.180
H 6.417 4.735 0.441
H 8.105 -1.883 0.235
H 5.463 -6.159 4.281
C 0.766 -1.273 -2.969
C -1.157 -2.767 -3.516
H 5.321 5.136 -2.445
S 4.248 5.435 -0.322
O -5.884 1.566 -5.134
H 2.702 1.485 9.140
H 0.370 5.125 7.656
H 0.322 3.461 3.438
O 0.773 2.269 7.056
S 5.233 -6.278 1.890
H 1.693 -0.172 -0.315
C 0.732 7.050 0.928
C 4.974 -1.505 0.139
H 6.158 6.364 -1.447
H 5.836 -8.557 2.328
H 5.098 3.795 1.180
H -1.078 5.670 -1.943
H -0.181 -1.300 -4.974
O -8.474 4.219 0.818
C 0.740 3.098 2.496
H 7.011 -6.553 3.475
C -2.178 -4.384 -1.814
H 2.837 -1.072 -1.377
H 4.626 6.764 -2.261
O 1.946 0.976 1.434
C -3.649 -7.383 -4.020
H -5.403 0.073 -0.416
H 1.558 5.183 8.978
H 1.593 6.861 1.568
C -0.211 -1.731 -3.955
H 1.603 3.697 2.210
H 2.948 0.717 4.196
H 4.209 -3.190 1.277
H 2.084 4.789 7.314
```

Summary:
* frontier orbital gap: 7.54 eV
* E_HOMO: -8.4 eV
* strongest force on any atom: 3.5 eV/A
* M: 969.48 g/mol

Results of the Mulliken charge analysis, in e, for atoms 1 through 5: number 1, H, carries 0.341; number 2, S, carries 0.474; number 3, H, carries 0.374; number 4, C, carries -0.919; number 5, C, carries -0.925